[1]
Here is C9H10N4Nd as an isolated structure at a distorted geometry from OMol25. Energies are from ωB97M-V with the def2-TZVPD basis set.

Output
DFT total energy   -1129.25850 Eh
LUMO energy (alpha / beta)   2.472 / 2.458 eV
Net charge   -1
2S+1   4
Relative energy (zero: lowest compared OMol25 entry of this formula, charge and spin)   23.1 kcal/mol
Maximum force   5.25 eV/Å

CARTESIAN COORDINATES (ANGSTROEM)
C 0.54650 0.88716 -2.29601
H 0.87452 -1.94192 -2.02001
N -1.60029 -0.74158 0.66757
C -0.00393 0.38164 3.35834
N 0.05956 0.06803 2.27263
H 1.98550 -1.76848 -0.50638
H -1.90995 2.31602 -0.43890
H -0.94510 -2.89357 -0.56331
N 0.00003 -0.91659 6.51174
Nd 0.24711 -0.03035 -0.00003
C -0.00044 -0.15204 5.60514
C 0.35639 2.38695 -0.51583
H 0.15682 -2.71866 0.93137
N 0.00000 0.66389 4.62465
C -0.85442 1.08194 -2.01901
C 1.00223 -2.05703 -0.94286
H -2.54771 -1.15874 0.96594
H 2.39769 1.68800 -1.24326
C -0.96976 2.00768 -0.93147
H -1.68886 0.55687 -2.51732
C 1.30479 1.69181 -1.36063
H 0.61158 3.01461 0.35463
C 0.00374 -2.55334 -0.14746
H 0.97418 0.18760 -3.02783

Forces on atoms 1 to 3 (eV/Å):
C -0.08 1.40 -0.26
H 0.15 -0.10 0.30
N -1.09 -1.28 -1.39



[2]
Here is C9H10N5PtSSe as an isolated structure from OMol25. Energies are from ωB97M-V with the def2-TZVPD basis set.

Output
DFT total energy   -3541.48273 Eh
LUMO energy   -4.654 eV
Net charge   +1
Relative energy (zero: lowest compared OMol25 entry of this formula, charge and spin)   4.4 kcal/mol
Maximum force   0.69 eV/Å

CARTESIAN COORDINATES (ANGSTROEM)
H -4.65821 -0.07281 -0.06494
H 4.48126 2.37428 0.00986
H -1.53536 -3.01307 -0.16015
H -3.96382 -2.46846 -0.10767
C -3.23334 -1.67286 -0.10406
H -1.03538 2.84099 1.17047
C -2.63315 0.64075 -0.03544
H 0.40930 3.31473 0.28658
C -0.47857 2.68911 0.24481
N 4.44845 1.37005 -0.05047
C 0.52699 -4.30978 0.27397
N 0.10297 -4.73804 1.25731
H -1.09508 3.04715 -0.58033
S 3.35934 -1.03034 -0.08821
N 2.15701 1.38374 0.04918
C -1.30624 0.26207 -0.04992
H 5.32204 0.87410 -0.12485
H 2.14863 2.39227 0.06469
N 0.97389 0.69823 -0.00413
N -0.94524 -1.04875 -0.12477
C -1.88019 -1.99107 -0.13751
C -0.19032 1.23859 0.06783
H -2.90908 1.68352 0.01254
C -3.61256 -0.34754 -0.07467
Pt 1.10474 -1.27101 -0.40293
Se 1.12403 -3.51877 -1.28323
C 3.31787 0.67292 -0.04396

Forces on atoms 1 to 3 (eV/Å):
H 0.00 0.00 -0.01
H 0.01 0.00 0.05
H 0.02 -0.06 -0.09



[3]
Here is C9H10NO2S2 as an isolated structure at a distorted geometry from OMol25. Energies are from ωB97M-V with the def2-TZVPD basis set.

Output
DFT total energy   -1350.07232 Eh
LUMO energy (alpha / beta)   -5.558 / -5.558 eV
Net charge   +1
Relative energy (zero: lowest compared OMol25 entry of this formula, charge and spin)   159.6 kcal/mol
Maximum force   4.92 eV/Å

CARTESIAN COORDINATES (ANGSTROEM)
H 4.66983 -1.34693 -0.44843
C -2.72217 -1.51445 0.89527
H 1.64974 0.35789 2.84319
H -2.58530 1.76267 -1.63153
C 2.88035 -0.35243 1.18511
C 3.94315 -0.92377 -1.08406
C -2.86584 -0.12057 -0.55444
H 4.46867 -0.19458 -1.69783
C 1.12623 1.03221 0.85090
H -2.22342 -2.13585 1.54296
O -0.80307 2.75564 0.10643
C -3.12639 0.80243 -1.68139
N -2.02923 -0.14988 0.43690
H -2.80093 0.43235 -2.65291
H -4.14933 0.82611 -1.78550
H -4.55056 -1.73742 -0.45137
C 2.88207 -0.36033 -0.20772
O -0.76831 1.85292 2.49724
S -0.34494 1.93448 1.13971
C 1.81284 0.24729 1.80871
H 3.74913 -0.84428 1.58595
S 1.63666 0.65253 -0.82693
H 3.71754 -1.61072 -1.75265
C -3.56674 -1.36531 -0.11759

Forces on atoms 1 to 3 (eV/Å):
H 0.98 -0.57 0.78
C 0.16 2.61 -2.68
H -0.20 -0.14 1.05



[4]
Here is C9H10NO6Yb as an isolated structure at a distorted geometry from OMol25. Energies are from ωB97M-V with the def2-TZVPD basis set.

Output
DFT total energy   -2013.17567 Eh
LUMO energy (alpha / beta)   -8.433 / -9.117 eV
Net charge   +2
2S+1   2
Relative energy (zero: lowest compared OMol25 entry of this formula, charge and spin)   0.0 kcal/mol
Maximum force   6.06 eV/Å

CARTESIAN COORDINATES (ANGSTROEM)
O -0.65681 -1.61400 1.38441
H 0.06023 -4.38021 4.02605
C 0.47334 1.68923 1.20589
N -1.06487 -2.77047 3.22679
O 1.34418 -3.50365 -0.20134
H 0.25701 2.77000 1.10707
H 1.39967 -1.77927 3.87950
C 1.21684 0.99371 0.03036
H -1.57101 -4.05430 4.76184
H -2.63603 -3.09806 1.84032
O 2.35811 1.13678 -0.27532
H -3.01376 -3.29848 3.59209
C 0.97831 -2.46089 -0.51496
H -0.14559 -2.98319 5.10976
H 1.80386 -1.39290 2.16782
C -0.87631 1.34098 -1.44435
O 0.21300 0.97589 2.18199
Yb -0.77643 -0.85315 -0.49470
H -2.81903 -1.66047 2.86122
H 1.72341 -3.10568 2.70338
O -3.86342 0.54968 0.87137
C -2.46910 -2.70301 2.85420
C -0.19172 -2.14310 2.45600
C -2.83934 0.25416 0.44021
O -1.11707 2.33929 -1.97041
C -0.65738 -3.60419 4.35398
C 1.26447 -2.09765 2.81764

Forces on atoms 1 to 3 (eV/Å):
O 0.66 -0.38 1.38
H -0.53 0.26 0.15
C -0.11 -1.77 3.13



[5]
Here is one molecule with the formula C9H10O3 at a distorted geometry from OMol25. Energies are from ωB97M-V with the def2-TZVPD basis set.

Output
DFT total energy   -574.62309 Eh
SMILES   COc1cc(C)cc(C=O)c1O
LUMO energy   -0.006 eV
Net charge   0
Relative energy (zero: lowest compared OMol25 entry of this formula, charge and spin)   39.5 kcal/mol
Maximum force   3.11 eV/Å

CARTESIAN COORDINATES (ANGSTROEM)
O 2.13292 0.58602 -0.14527
C 2.27508 -2.30329 0.49959
C -3.52441 -0.74718 0.08495
C -1.59034 0.83024 -0.00982
C -2.05472 -0.46948 0.03418
H -0.83082 3.26457 0.24688
C 0.82119 0.22297 -0.09003
H 2.80019 -1.38282 0.60394
H -3.78704 -1.37546 0.96427
C -1.04089 -1.38839 -0.03379
O 1.21935 3.05690 0.08737
C 0.36278 -1.08670 -0.27299
O 1.15128 -2.15165 -0.45721
H -1.19643 -2.50218 -0.09498
H 1.85038 -2.59202 1.46335
C -0.25700 1.19669 -0.04629
H 2.16533 1.61778 -0.25054
H -4.06955 0.14656 0.29332
C 0.06013 2.66912 0.04875
H 2.83432 -3.18474 0.14628
H -2.26920 1.65843 0.30488
H -3.83649 -1.12417 -0.84383

Forces on atoms 1 to 3 (eV/Å):
O -0.60 1.50 -0.36
C -1.66 -1.22 -0.58
C 0.66 -0.28 2.16



[6]
Here is C9H10O4 as an isolated structure at a distorted geometry from OMol25. Energies are from ωB97M-V with the def2-TZVPD basis set.

Output
DFT total energy   -649.61181 Eh
LUMO energy   -0.057 eV
Net charge   0
Relative energy (zero: lowest compared OMol25 entry of this formula, charge and spin)   204.7 kcal/mol
Maximum force   13.72 eV/Å

CARTESIAN COORDINATES (ANGSTROEM)
C -1.33376 -0.53763 -1.43891
C -0.50676 -1.35893 -0.56142
O -0.07930 2.76315 -0.27374
O 1.25999 -1.59814 1.06534
C -0.10346 1.47332 -0.24828
H 1.68455 3.32370 0.17608
C 0.73568 3.40408 0.64168
C 0.70641 0.50761 0.38690
C -1.04048 0.85141 -1.21160
H 1.37709 -3.10180 1.99266
O -2.91991 -0.42758 -3.09610
C 0.39650 -0.91777 0.28696
C 0.99923 -3.00301 1.20466
H -2.18522 -2.25982 -2.27523
H 1.30569 -3.49579 0.38125
H 1.64456 0.40595 2.04286
H 0.03601 -3.39823 1.68718
H -1.91371 1.38624 -1.73393
H -0.48454 -2.24395 -0.43754
O 1.45927 0.95054 1.40156
H 0.54089 4.79140 0.63358
H 0.64010 3.51070 1.70281
C -2.21881 -1.02544 -2.32679

Forces on atoms 1 to 3 (eV/Å):
C 6.65 3.59 6.36
C -1.71 9.05 -2.82
O -1.35 2.15 1.12



[7]
Here is C9H10OSe as an isolated structure at a distorted geometry from OMol25. Energies are from ωB97M-V with the def2-TZVPD basis set.

Output
DFT total energy   -2825.39670 Eh
LUMO energy (alpha / beta)   0.447 / 0.221 eV
Net charge   0
Relative energy (zero: lowest compared OMol25 entry of this formula, charge and spin)   107.9 kcal/mol
Maximum force   3.49 eV/Å

CARTESIAN COORDINATES (ANGSTROEM)
H -0.60701 -2.74531 3.38538
H 0.08833 2.58384 -3.79887
H -2.10070 0.64995 -0.59652
C -0.82180 -1.25928 1.85137
H -1.55379 -1.59802 0.98482
H 1.94026 -3.33125 0.19951
C -0.99426 -1.77912 3.23829
C 0.11153 2.02345 -2.82801
H 2.29198 2.30646 -2.48597
C -1.16048 1.13986 -0.96918
H -2.00098 -1.82324 3.49467
H -0.45661 -1.32148 4.07395
C -1.09417 1.78005 -2.18413
H -1.96325 1.80485 -2.88850
H 2.12555 1.24384 -0.31829
C 1.42369 -2.41280 0.51338
C 1.27513 1.17748 -0.94828
C 0.08518 0.90662 -0.30825
C 1.31217 1.84486 -2.16399
Se 0.26508 0.09440 1.48913
O 1.83413 -1.28515 0.25949

Forces on atoms 1 to 3 (eV/Å):
H 0.33 -1.75 -0.56
H 0.05 -0.80 0.91
H 0.96 1.06 -0.20



[8]
Here is one molecule with the formula C9H11BClNO at a distorted geometry from OMol25. Energies are from ωB97M-V with the def2-TZVPD basis set.

Output
DFT total energy   -964.54001 Eh
SMILES   CB1c2cc(C)c(O)cc2N[C@H]1Cl
LUMO energy   -0.038 eV
Net charge   0
Relative energy (zero: lowest compared OMol25 entry of this formula, charge and spin)   66.1 kcal/mol
Maximum force   6.71 eV/Å

CARTESIAN COORDINATES (ANGSTROEM)
H 1.67124 1.04597 -0.72049
C 0.80716 0.46846 -0.69309
H 2.39406 0.49838 -3.03802
B -0.14252 1.12238 1.74904
C -0.38983 -1.32546 -1.82499
C -1.30747 0.42914 2.62518
H 2.37798 -1.11499 -2.94946
N -1.69341 -0.81257 1.50027
C -0.97067 -0.74046 0.41717
C 1.68034 -0.34057 -2.96751
H 0.84926 3.18432 1.92176
C 0.61513 -0.36621 -1.82255
C -0.02082 0.42144 0.42768
C -1.20444 -1.49500 -0.72855
H -2.57150 -1.31699 1.74472
H 1.09672 -0.27778 -3.85895
H -1.40213 -2.07325 -3.24249
Cl -0.69646 -0.43732 4.07060
O -0.46787 -2.08814 -2.99581
H 0.60852 2.37180 3.39394
H -2.04583 1.00493 2.99609
H -2.01886 -2.16182 -0.87516
C 0.87788 2.17529 2.36441
H 1.95350 1.82846 2.50623

Forces on atoms 1 to 3 (eV/Å):
H 1.18 1.44 0.02
C -1.33 -1.91 -1.03
H -0.83 0.42 0.75